This record from OMol25 describes a molecular structure, C30H26B2Cl2F9IrN9O6S. The level of theory is ωB97M-V/def2-TZVPD.

Summary:
Relative energy (zero: lowest compared OMol25 entry of this formula, charge and spin) ... 323.05 kJ/mol
HOMO level (alpha / beta) ... -12.320 / -12.320 eV
Charge ... +2
Spin multiplicity ... 2
Frontier orbital gap (alpha / beta) ... 5.551 / 3.737 eV
LUMO (alpha / beta) ... -6.769 / -8.583 eV

Structure (XYZ):
```
86
Properties=species:S:1:pos:R:3:forces:R:3
Ir -1.2962 -0.8044 0.9295 0.0 0.0 0.0
C -2.7472 -2.1401 4.7059 0.0 0.0 0.0
C -2.4954 -1.5269 3.3780 0.0 0.0 0.0
N -1.3670 -1.5523 2.7561 0.0 0.0 0.0
O -0.2691 -2.1046 3.3018 0.0 0.0 0.0
B 0.8693 -2.4175 2.3731 0.0 0.0 0.0
F 0.7253 -1.5572 1.1315 0.0 0.0 0.0
F 0.8983 -3.6981 1.9764 0.0 0.0 0.0
O 2.1415 -2.0810 2.9973 0.0 0.0 0.0
N 1.6988 0.1323 2.8301 0.0 -0.1 0.0
C 0.6589 0.7867 3.2086 0.0 0.0 0.0
C 0.0916 0.6840 4.5771 0.0 0.0 0.0
C -0.0360 1.7236 2.2818 0.0 0.0 0.0
N -0.8656 1.1799 1.4754 0.0 0.0 0.0
O -1.6439 2.0669 0.7918 0.0 0.0 0.0
B -3.0935 2.0625 1.2588 0.0 0.0 0.0
F -3.7131 3.0370 0.5576 0.0 0.0 0.0
F -3.0856 2.1853 2.6435 0.0 0.0 0.0
O -3.7549 0.7413 0.8977 0.0 0.0 0.0
N -3.0962 -0.2550 1.5075 0.0 0.0 0.0
C -3.4961 -0.6972 2.6569 0.0 0.0 0.0
C -4.7809 -0.3030 3.2837 0.0 0.0 0.0
C 0.0864 3.1924 2.4858 0.0 0.0 0.0
H -1.8943 -2.7334 5.0225 0.0 0.0 0.0
H -3.6308 -2.7777 4.6573 0.0 0.0 0.0
H -2.9477 -1.3671 5.4512 0.0 0.0 0.0
H 0.2286 -0.3117 4.9898 0.0 0.0 0.0
H -0.9523 0.9924 4.5749 0.0 0.0 0.0
H 0.6470 1.3852 5.2114 0.0 0.0 0.0
H -5.4331 0.1627 2.5514 0.0 0.0 0.0
H -4.5942 0.4185 4.0825 0.0 0.0 0.0
H -5.2677 -1.1752 3.7200 0.0 0.0 0.0
H 0.8479 3.4269 3.2266 0.0 0.0 0.0
H -0.8779 3.5983 2.7952 0.0 0.0 0.0
H 0.3556 3.6527 1.5349 0.0 0.0 0.0
N -2.0756 3.0428 -2.2019 0.0 0.0 0.0
C -2.0796 2.2012 -3.2333 0.0 0.0 0.0
N -2.3621 2.6472 -4.4541 0.0 0.0 0.0
N -1.8069 0.8944 -3.1221 0.0 0.0 0.0
C -1.5203 0.4040 -1.9770 0.0 0.0 0.0
N -1.2494 -0.1120 -0.9734 0.0 0.0 -0.1
H -2.3653 4.0005 -2.3057 0.0 0.0 0.0
H -1.9144 2.7089 -1.2618 0.0 0.0 0.0
H -2.5910 3.6079 -4.6385 0.0 0.0 0.0
H -2.3530 1.9922 -5.2170 0.0 0.0 0.0
F -4.5417 -3.8035 -4.7921 0.0 0.0 0.0
C -3.9238 -3.5984 -3.6628 0.0 0.0 0.0
C -2.9927 -4.5298 -3.2018 0.0 0.0 0.0
F -2.7346 -5.6058 -3.9147 0.0 0.0 0.0
C -2.3515 -4.2972 -2.0102 0.0 0.0 0.0
F -1.4623 -5.1684 -1.5850 0.0 0.0 0.0
C -2.5938 -3.1224 -1.2402 0.0 -0.1 -0.1
S -1.6860 -2.9842 0.1828 0.0 0.0 0.0
C -3.5740 -2.2262 -1.7301 0.0 0.0 0.0
F -3.9284 -1.1768 -1.0110 0.0 0.0 0.0
C -4.2173 -2.4489 -2.9187 0.0 0.0 0.0
F -5.1308 -1.6064 -3.3609 0.0 0.0 0.0
Cl 1.5668 1.4708 -2.2712 0.0 0.0 0.0
C 3.0223 2.1934 -2.8972 0.0 0.0 0.0
C 2.9374 2.9908 -4.0235 0.0 0.0 0.0
C 4.0774 3.6097 -4.5109 0.0 0.0 0.0
C 5.2928 3.4245 -3.8745 0.0 0.0 0.0
C 5.3625 2.5989 -2.7661 0.0 0.0 0.0
Cl 6.8933 2.3610 -1.9855 0.0 0.0 0.0
C 4.2347 1.9565 -2.2478 0.0 0.0 0.0
N 4.3103 1.1594 -1.0945 0.0 0.0 0.0
C 4.0237 -0.2274 -1.1597 0.0 0.0 0.0
C 3.9424 -0.9101 -2.3676 0.0 0.0 0.0
C 3.6878 -2.2719 -2.3906 0.0 0.0 0.0
C 3.5324 -2.9790 -1.2080 0.0 0.0 0.0
C 3.6074 -2.3029 -0.0011 0.0 0.0 0.0
C 3.8280 -0.9315 0.0329 0.0 0.0 0.0
C 3.8380 -0.2179 1.3769 0.0 0.0 0.0
C 2.5582 0.5380 1.5544 0.1 0.1 0.1
O 2.1617 -0.8325 3.6933 0.0 0.0 0.0
O 2.0927 1.4414 0.9677 0.0 0.0 0.0
H 1.9799 3.1322 -4.5045 0.0 0.0 0.0
H 4.0177 4.2409 -5.3863 0.0 0.0 0.0
H 6.1912 3.9029 -4.2375 0.0 0.0 0.0
H 5.1663 1.3458 -0.5870 0.0 0.0 0.0
H 4.1010 -0.3732 -3.2941 0.0 0.0 0.0
H 3.6423 -2.7864 -3.3413 0.0 0.0 0.0
H 3.3673 -4.0474 -1.2212 0.0 0.0 0.0
H 3.4977 -2.8470 0.9283 0.0 0.0 0.0
H 4.6211 0.5420 1.4388 0.0 0.0 0.0
H 3.9897 -0.9262 2.1832 0.0 0.0 0.0
```
Positions in Å, forces in eV/Å.


This record from OMol25 describes a single C17H19N3O5 molecule. The level of theory is ωB97M-V/def2-TZVPD.

Summary:
Relative energy (zero: lowest compared OMol25 entry of this formula, charge and spin) ... 42.78 kJ/mol
HOMO level ... -9.039 eV
Charge ... 0
Frontier orbital gap ... 9.544 eV
LUMO ... 0.504 eV

Structure (XYZ):
```
44
Properties=species:S:1:pos:R:3:forces:R:3
C 3.5463 -4.0242 0.6956 0.0 0.0 -0.1
C 3.0342 -4.2802 -0.7224 -0.1 0.0 0.1
C 1.5292 -4.4068 -0.6745 0.4 -0.2 -0.2
O 0.9239 -5.3338 -0.2111 -0.1 -0.1 0.1
O 0.9450 -3.3282 -1.2138 -0.1 0.4 -0.3
C -0.4714 -3.2624 -1.1091 -0.4 -0.6 0.1
C -0.9289 -1.8268 -1.2663 0.3 -0.1 0.1
O -1.7903 -1.5833 -2.1117 -0.1 -0.2 -0.1
C -0.3076 -0.8077 -0.4483 -0.1 0.1 0.0
C -0.5165 0.5479 -0.7627 0.0 -0.5 -0.1
N -1.3324 0.8977 -1.7502 0.1 0.0 -0.1
H -1.5576 1.8562 -1.9474 0.0 0.0 0.0
H -1.8098 0.1070 -2.2024 0.0 0.2 0.1
N 0.1490 1.5225 -0.0818 -0.1 0.3 -0.1
C 1.0072 1.2452 0.9844 0.0 -0.1 -0.1
O 1.6046 2.1318 1.5521 0.1 0.1 0.2
N 1.1062 -0.0620 1.3475 0.2 -0.1 0.2
C 0.4810 -1.1521 0.7129 -0.2 0.3 -0.2
O 0.6135 -2.2571 1.1948 0.0 -0.2 0.1
C 1.9461 -0.3351 2.5028 0.1 -0.1 0.3
H 2.9967 -0.2066 2.2407 0.0 0.0 0.1
H 1.6969 0.3590 3.3036 0.0 0.0 0.0
H 1.7596 -1.3611 2.8118 0.0 0.1 0.0
C 0.0048 2.9242 -0.4562 0.2 0.3 0.1
C -1.3904 3.4472 -0.2275 -0.1 0.1 0.0
C -2.0627 3.1489 0.9514 0.0 0.0 -0.1
C -3.3405 3.6313 1.1676 0.0 0.0 0.1
C -3.9567 4.4221 0.2119 -0.1 0.1 0.0
C -3.2898 4.7303 -0.9611 -0.1 0.0 0.0
C -2.0139 4.2412 -1.1824 0.1 -0.1 0.1
H -1.4948 4.4885 -2.0987 0.1 0.0 -0.1
H -3.7628 5.3502 -1.7077 -0.1 0.1 -0.1
H -4.9530 4.8002 0.3827 -0.1 0.0 0.0
H -3.8548 3.3932 2.0863 0.0 0.0 0.1
H -1.5784 2.5420 1.7023 0.0 -0.1 0.1
H 0.3108 3.0562 -1.4992 0.0 0.0 0.1
H 0.7109 3.4677 0.1818 -0.1 -0.1 -0.3
H -0.9314 -3.8614 -1.9034 0.1 0.2 0.1
H -0.7760 -3.6639 -0.1345 0.0 0.1 -0.2
H 3.4534 -5.2119 -1.1046 -0.1 0.0 -0.1
H 3.3016 -3.4569 -1.3842 0.0 -0.1 0.0
H 4.6263 -3.8978 0.6914 0.1 0.0 0.0
H 3.2892 -4.8624 1.3376 0.0 0.0 0.1
H 3.0835 -3.1290 1.1022 0.0 0.1 0.1
```
Positions in Å, forces in eV/Å.


This record from OMol25 describes 2 unconnected molecules or ions with the total composition CH3F2N3. The level of theory is ωB97M-V/def2-TZVPD.

Summary:
Relative energy (zero: lowest compared OMol25 entry of this formula, charge and spin) ... 418.06 kJ/mol
HOMO level (alpha / beta) ... -10.464 / -9.118 eV
Charge ... 0
Frontier orbital gap (alpha / beta) ... 9.753 / 7.981 eV
LUMO (alpha / beta) ... -0.711 / -1.137 eV

Structure (XYZ):
```
9
Properties=species:S:1:pos:R:3:forces:R:3
C -0.0668 0.1110 0.0438 5.6 -1.7 -0.5
N 1.6725 0.3565 -0.3838 -2.0 0.3 0.5
N -0.5674 1.2938 0.0441 -6.0 -1.3 1.0
N -0.3525 -1.0678 0.2824 0.0 0.3 0.8
F 2.4380 -0.7040 0.0177 -1.3 0.3 -0.1
F -1.9263 -1.7860 -0.2639 -0.9 -0.3 -0.3
H -0.0266 2.0222 -0.1480 2.8 3.6 -1.0
H -1.6078 1.4626 0.1465 1.9 -0.5 -0.2
H 0.4369 -1.6883 0.2612 0.0 -0.6 -0.2
```
Positions in Å, forces in eV/Å.


This record from OMol25 describes a molecular structure, C15H19OZr. The level of theory is ωB97M-V/def2-TZVPD.

Summary:
HOMO level (alpha / beta) ... -9.869 / -9.869 eV
Charge ... +1
Frontier orbital gap (alpha / beta) ... 5.168 / 5.169 eV
LUMO (alpha / beta) ... -4.701 / -4.700 eV

Structure (XYZ):
```
36
Properties=species:S:1:pos:R:3:forces:R:3
C 1.8749 1.3811 0.4515 -1.0 -1.0 -0.1
C 2.7741 0.9199 -0.6290 0.3 -0.2 -0.4
C 1.2647 2.7198 0.3106 -0.4 0.6 -0.2
C 2.2737 0.9904 1.8260 0.1 -0.2 0.5
H 2.0010 3.5095 0.5622 -0.1 -0.2 0.0
H 0.4073 2.8568 0.9826 0.3 0.1 -0.1
H 0.9218 2.9185 -0.7117 0.2 0.0 0.2
H 3.7402 1.4537 -0.5858 -0.1 -0.1 0.1
H 2.3604 1.1064 -1.6229 0.1 0.1 0.1
H 2.9859 -0.1516 -0.5333 0.2 0.1 0.0
H 3.1884 1.5358 2.1377 -0.2 -0.1 -0.2
H 2.5004 -0.0802 1.8842 0.1 0.2 0.1
H 1.5039 1.2267 2.5699 0.1 0.0 -0.1
C -1.8557 -1.1462 -2.1291 0.0 0.3 -0.3
C -1.7774 0.2524 -1.8381 0.9 0.1 -0.6
C -0.4037 0.6609 -1.9584 -0.3 -0.1 -0.9
H -2.6123 0.9194 -1.6693 0.1 -0.2 0.1
C 0.3583 -0.5048 -2.3325 -0.6 0.0 -1.2
C -0.5390 -1.6140 -2.4452 0.2 1.2 -1.0
H -0.2788 -2.6180 -2.7737 0.0 0.3 0.2
H -2.7785 -1.7182 -2.2360 0.4 0.2 0.2
H -0.0358 1.6895 -1.9379 -0.1 -0.6 0.1
H 1.4123 -0.5160 -2.6176 -0.4 -0.1 0.4
C -1.2765 -1.9418 1.8418 0.0 1.2 1.3
C -2.4274 -1.4066 1.1686 -0.1 0.5 0.3
C -2.3007 0.0237 1.1256 0.8 -0.2 0.9
H -3.3233 -1.9553 0.8703 0.5 0.2 0.0
C -1.0466 0.3759 1.7431 -0.7 -0.2 0.7
C -0.4191 -0.8461 2.1960 -1.2 -0.1 0.4
H 0.4815 -0.9110 2.8071 -0.2 0.0 -0.4
H -1.0972 -2.9853 2.1118 -0.1 0.5 -0.2
H -3.0632 0.7185 0.7822 0.4 -0.2 0.0
H -0.7136 1.3936 1.9624 -0.1 -0.6 -0.2
Zr -0.5036 -0.8881 -0.1799 0.0 -1.6 0.6
O -2.1371 -4.1344 -0.6839 1.5 2.3 0.7
C -1.4593 -3.2348 -0.4493 -0.4 -2.2 -0.8
```
Positions in Å, forces in eV/Å.


This record from OMol25 describes a molecular structure, C23H45As4IN2OTi. The level of theory is ωB97M-V/def2-TZVPD.

Summary:
Relative energy (zero: lowest compared OMol25 entry of this formula, charge and spin) ... 7.66 kJ/mol
HOMO level ... -17.842 eV
Charge ... +4
Frontier orbital gap ... 4.424 eV
LUMO ... -13.419 eV

Structure (XYZ):
```
77
Properties=species:S:1:pos:R:3:forces:R:3
Ti 0.7643 -1.3835 0.4507 -0.1 -0.5 0.3
C 1.8007 -3.2930 1.7436 0.1 0.1 0.0
C 2.8425 -2.8064 0.9412 0.0 0.0 0.0
C 2.7261 -2.8155 -0.4495 0.0 0.1 0.0
C 1.5657 -3.3298 -1.0429 0.0 0.1 0.0
C 0.5305 -3.8299 -0.2452 0.0 0.0 0.0
C 0.6488 -3.8123 1.1480 0.0 0.1 0.0
H 1.8881 -3.2766 2.8230 0.0 0.0 0.0
H 3.7564 -2.4331 1.3862 0.0 0.0 0.0
H 3.5386 -2.4578 -1.0667 0.0 0.0 0.0
H 1.4818 -3.3633 -2.1202 0.0 0.0 0.0
H -0.3587 -4.2388 -0.7090 0.0 0.0 0.0
H -0.1526 -4.1972 1.7641 0.0 0.0 0.0
C 3.5144 1.3322 0.1213 0.0 0.0 0.0
As 2.1262 0.5085 -0.9489 0.1 0.1 0.0
C 3.1406 -0.1108 -2.4889 0.0 0.1 0.0
C 1.0520 2.0628 -1.4477 0.0 0.0 0.0
C -0.0918 1.9319 -2.4635 0.0 0.0 0.0
C 0.4539 1.5792 -3.8497 0.0 0.0 0.0
C -1.1495 0.9147 -2.0266 0.1 0.0 0.0
As -0.6741 -0.9633 -1.7880 0.0 0.0 0.0
C -2.4149 -1.7325 -1.4183 0.0 0.0 0.0
C -0.2039 -1.7857 -3.4810 -0.1 0.1 0.0
C -0.7699 3.3217 -2.5654 0.0 0.0 0.0
As -1.8827 4.2397 -1.1738 0.0 0.0 0.0
C -3.5399 3.1890 -1.2815 0.0 0.0 0.0
C -1.2518 3.4848 0.5494 0.0 0.0 0.0
H 4.0561 2.0217 -0.5266 0.0 0.0 0.0
H 4.2162 0.5863 0.4905 0.0 0.0 0.0
H 3.0801 1.8906 0.9477 0.0 0.0 0.0
H 3.3219 0.7455 -3.1381 0.0 0.0 0.0
H 2.6255 -0.8769 -3.0596 0.0 0.0 0.0
H 4.1055 -0.4807 -2.1451 0.0 0.0 0.0
H 1.7904 2.7760 -1.8244 0.0 0.0 0.0
H 0.6898 2.4602 -0.4998 0.0 0.0 0.0
H 0.9827 0.6248 -3.8680 0.0 0.0 0.0
H 1.1473 2.3469 -4.1965 0.0 0.0 0.0
H -0.3535 1.5261 -4.5814 0.0 0.0 0.0
H -1.9650 0.8926 -2.7550 0.0 0.0 0.0
H -1.5913 1.2026 -1.0727 0.0 0.0 0.1
H -3.0095 -1.6696 -2.3299 0.0 0.0 0.0
H -2.9025 -1.1496 -0.6408 0.0 0.0 0.0
H -2.3421 -2.7774 -1.1241 0.0 0.0 0.0
H -0.8428 -1.3475 -4.2483 0.0 0.0 0.0
H -0.4142 -2.8536 -3.4338 0.0 0.0 0.0
H 0.8308 -1.6128 -3.7586 0.0 0.0 0.0
H -1.4372 3.3136 -3.4327 0.0 0.0 0.0
H 0.0077 4.0467 -2.8184 0.0 0.0 0.0
H -3.8952 3.1721 -2.3117 0.0 0.0 0.0
H -4.2915 3.7153 -0.6939 0.0 0.0 0.0
H -3.4682 2.1646 -0.9079 0.0 0.0 0.0
H -0.2712 3.8786 0.8217 0.0 0.0 0.0
H -1.2404 2.3884 0.5918 0.0 0.0 -0.1
H -1.9589 3.8451 1.2989 0.0 0.0 0.0
I 0.8814 3.3001 4.4475 0.0 -0.1 0.0
C 1.4954 1.5736 3.5028 0.0 0.0 0.0
C 2.5552 0.7392 3.8309 0.0 0.0 0.0
N 2.5608 -0.2737 2.9523 0.0 0.0 0.0
N 1.5602 -0.1629 2.0496 0.0 0.0 -0.1
C 0.9199 0.9704 2.3896 0.0 0.1 -0.1
H 3.2915 0.8010 4.6201 0.0 0.0 0.0
H 3.2314 -1.0239 2.9232 0.0 0.0 0.0
H 0.0838 1.3260 1.8042 0.0 0.0 0.0
C -1.1620 -1.4699 4.2263 0.0 0.0 0.0
As -2.0485 -1.0857 2.5796 -0.1 -0.1 0.0
C -3.4077 -2.3695 2.1907 0.0 0.0 0.0
C -2.7133 0.7026 2.5011 0.0 -0.1 0.0
O -0.8250 -1.2495 1.3009 0.0 0.3 -0.1
H -1.8812 -1.3100 5.0336 0.0 0.0 0.0
H -0.3234 -0.7893 4.3592 0.0 0.0 0.0
H -0.8424 -2.5108 4.2466 0.0 0.0 0.0
H -4.0367 -2.4502 3.0807 0.0 0.0 0.0
H -2.9650 -3.3417 1.9822 0.0 0.0 0.0
H -4.0186 -2.0364 1.3540 0.0 0.0 0.0
H -3.6830 0.7130 3.0044 0.0 0.0 0.0
H -2.8494 1.0003 1.4626 0.0 0.0 0.0
H -2.0343 1.3829 3.0136 0.0 0.0 0.0
```
Positions in Å, forces in eV/Å.


This record from OMol25 describes a molecular structure, C19H28NPZr. The level of theory is ωB97M-V/def2-TZVPD.

Summary:
HOMO level ... -15.194 eV
Charge ... +2
Frontier orbital gap ... 5.651 eV
LUMO ... -9.543 eV

Structure (XYZ):
```
50
Properties=species:S:1:pos:R:3:forces:R:3
C -2.5134 2.4530 -1.3269 -0.1 -0.1 0.1
C -1.7249 1.5745 -2.0703 0.3 -0.3 0.1
C -0.8071 0.7396 -1.4217 -0.5 0.0 -0.2
C -0.7106 0.8048 -0.0323 0.4 -0.3 1.3
C -1.5310 1.6456 0.7226 -0.3 0.3 -0.1
C -2.4509 2.4646 0.0714 0.2 0.1 0.3
C 0.0479 -0.2357 -2.1906 -0.6 -0.4 0.2
C 1.4691 -0.5234 -1.6226 1.5 1.5 -2.7
N 2.4083 0.4405 -2.2687 -0.6 -1.1 1.6
Zr 0.4534 -0.8608 0.7964 -3.8 -0.3 -5.8
C -1.3323 1.6350 2.2209 0.1 -0.6 0.3
P 0.4203 1.0330 2.5119 -1.5 2.6 0.5
H -1.7977 1.5172 -3.1577 0.0 0.2 0.3
H -3.0870 3.1192 0.6696 0.1 -0.1 -0.3
H -3.1876 3.1373 -1.8371 0.1 -0.2 0.1
H -2.0091 0.9297 2.7392 0.0 0.4 -0.2
H -1.4320 2.6303 2.6781 -0.1 -0.3 -0.1
H -0.4794 -1.2021 -2.3385 0.1 0.5 0.3
H 0.1958 0.1553 -3.2137 0.3 -0.2 0.5
H 1.7781 -0.4309 -0.4860 0.3 0.3 -1.2
C 0.6579 1.1347 4.2911 0.1 -0.6 0.3
C 1.2366 2.5815 1.9854 0.7 -0.2 -0.4
H 1.7492 -1.5390 -1.9379 0.2 0.2 0.3
C 2.2433 1.7929 -1.7302 0.0 0.2 -0.3
C 3.7819 -0.0211 -2.1021 0.1 -0.1 -0.2
H 0.9181 -1.8827 2.3222 4.1 -0.6 0.3
H 2.9922 2.4476 -2.1964 -0.3 -0.2 0.1
H 1.2407 2.1874 -1.9369 0.3 -0.1 0.0
H 2.4087 1.8322 -0.6324 0.0 -0.1 -0.2
H 4.4581 0.6989 -2.5756 -0.1 -0.3 0.1
H 4.0618 -0.1208 -1.0344 0.0 0.1 -0.1
H 3.8993 -0.9991 -2.5853 0.1 0.3 0.1
H 0.8838 3.3875 2.6381 0.1 -0.2 0.0
H 2.3235 2.4764 2.0691 -0.1 0.2 0.1
H 0.9958 2.8369 0.9500 0.0 -0.1 0.2
H 0.3333 2.1214 4.6454 0.1 -0.3 -0.1
H 0.0886 0.3425 4.7893 0.1 0.2 0.1
H 1.7253 0.9920 4.5011 -0.2 0.1 0.1
H 1.7346 -1.7508 1.8794 -2.2 -1.5 3.5
C -2.6085 -4.4823 -0.7217 0.3 0.0 0.1
C -1.2300 -4.4945 -0.9633 0.4 0.2 0.0
C -0.4330 -3.4398 -0.4882 -0.6 -0.5 0.1
C -1.0399 -2.4298 0.2691 1.1 2.0 0.6
C -2.4255 -2.3437 0.4201 -0.3 -0.9 -0.1
C -3.2052 -3.4099 -0.0518 -0.2 0.5 0.3
H -3.2165 -5.3250 -1.0520 0.1 0.3 0.0
H -0.7600 -5.3172 -1.5061 -0.2 0.2 0.1
H 0.6433 -3.4320 -0.6980 -0.1 -0.2 0.1
H -2.8792 -1.4708 0.8934 0.0 -0.3 0.0
H -4.2883 -3.3998 0.1147 0.5 0.0 -0.2
```
Positions in Å, forces in eV/Å.